Entry from the OMol25 dataset: 2 unconnected molecules or ions with the total composition C3H6ClOPS at a distorted geometry (the ωB97M-V functional and the def2-TZVPD basis).

The HOMO energy (spin up / spin down) comes out at -9.09 / -9.08 eV. Its relative energy (zero: lowest compared OMol25 entry of this formula, charge and spin) is 3.534 eV. The maximum force comes out at 0.04420 Eh/bohr. The value obtained for the HOMO-LUMO gap (spin up / spin down) is 0.2492 / 0.2498 Ha. Its charge is 0.

Geometry as XYZ:
```
13
Properties=species:S:1:pos:R:3:mulliken_charge:R:1
C 0.431 0.353 -0.540 0.4510
C -0.371 0.143 0.528 -0.8731
C 1.636 1.169 -0.470 -1.1910
O -0.540 -2.317 0.901 -0.4704
P -1.650 -1.118 0.792 0.3183
S -2.372 2.023 0.088 -0.0362
Cl -2.279 -1.668 -1.039 -0.2219
H 0.148 -0.173 -1.500 0.2720
H -0.255 0.744 1.441 0.4634
H 1.843 1.562 -1.426 0.3577
H 2.558 0.535 -0.242 0.2619
H 1.560 1.942 0.253 0.3558
H -0.711 -3.195 1.215 0.3125
```

Entry from the OMol25 dataset: a molecular structure, C3H6ClP at a distorted geometry (the ωB97M-V functional and the def2-TZVPD basis).

The HOMO energy comes out at -8.94 eV. Its relative energy (zero: lowest compared OMol25 entry of this formula, charge and spin) is 1.901 eV. The maximum force comes out at 0.09675 Eh/bohr. The value obtained for the HOMO-LUMO gap is 0.3249 Ha. Its charge is 0.

Geometry as XYZ:
```
11
Properties=species:S:1:pos:R:3:mulliken_charge:R:1
C 1.009 -0.351 -0.232 0.3249
C -1.485 0.207 0.338 -0.9997
C -0.151 0.546 -0.434 -0.5057
P 1.407 -1.304 1.074 -0.1256
Cl 1.924 -0.375 -1.690 -0.1927
H -2.046 -0.457 -0.221 0.3308
H -2.180 1.152 0.401 0.2584
H -1.308 -0.222 1.374 0.3213
H -0.201 0.867 -1.469 0.3819
H 0.419 1.741 0.051 0.2189
H 2.612 -1.805 0.807 -0.0126
```

The highest relative energy (zero: lowest compared OMol25 entry of this formula, charge and spin) belongs to which entry?
C3H6ClOPS